The following is a DFT calculation (ωB97M-V/def2-TZVPD) of C22H37CuN3O3SbSe as an isolated structure at a distorted geometry.

CARTESIAN COORDINATES (ANGSTROEM)
Sb (-1.638, -13.372, -6.855)
Se (-2.777, -17.754, -5.829)
Cu (-0.357, -16.564, -7.494)
O (0.272, -15.885, -3.448)
O (-0.099, -15.767, -5.657)
O (1.355, -18.155, -6.077)
N (-4.258, -18.199, -6.812)
N (1.058, -15.902, -8.590)
N (-1.716, -17.782, -7.374)
C (1.441, -17.583, -4.772)
C (-0.405, -10.536, -6.726)
C (4.206, -16.036, -10.249)
C (2.947, -15.105, -10.233)
C (-1.181, -11.341, -7.799)
C (-3.932, -18.389, -8.065)
C (1.957, -15.584, -9.256)
C (-3.044, -14.168, -4.276)
C (-2.263, -10.598, -8.512)
C (-3.585, -11.774, -4.954)
C (2.925, -17.167, -4.653)
C (1.045, -18.570, -3.701)
C (-2.477, -18.163, -8.418)
C (-3.185, -14.221, -8.264)
C (0.444, -16.302, -4.599)
C (-3.080, -18.614, -10.693)
C (-4.916, -18.654, -9.083)
C (-4.464, -18.703, -10.375)
C (-2.103, -18.323, -9.763)
C (-4.553, -13.606, -8.033)
C (-2.626, -14.126, -9.646)
C (-2.538, -12.884, -4.852)
H (-2.172, -13.146, -9.929)
H (-3.795, -11.393, -3.908)
H (3.907, -17.057, -10.546)
H (-1.635, -12.547, -4.360)
H (-4.951, -13.906, -7.048)
H (-5.233, -14.038, -8.779)
H (-2.636, -11.219, -9.336)
H (-2.212, -14.870, -4.052)
H (-3.239, -10.895, -5.495)
H (3.510, -18.078, -4.522)
H (-2.784, -18.766, -11.743)
H (3.280, -16.629, -5.546)
H (2.461, -15.132, -11.203)
H (3.067, -16.503, -3.807)
H (-1.080, -18.166, -10.046)
H (-1.798, -9.713, -8.942)
H (-3.812, -14.683, -4.880)
H (4.651, -16.032, -9.254)
H (-0.487, -11.743, -8.500)
H (-5.148, -18.777, -11.221)
H (1.541, -19.506, -3.968)
H (3.212, -14.067, -9.990)
H (-0.278, -9.528, -7.102)
H (1.385, -18.227, -2.712)
H (-3.488, -14.227, -10.367)
H (-1.887, -14.888, -9.845)
H (-0.037, -18.762, -3.626)
H (-4.637, -12.517, -8.170)
H (0.658, -18.843, -6.124)
H (4.937, -15.621, -10.935)
H (-4.560, -12.118, -5.354)
H (-3.507, -13.927, -3.311)
H (-3.172, -15.244, -7.919)
H (-0.901, -10.422, -5.772)
H (-5.918, -18.738, -8.779)
H (0.621, -10.946, -6.614)
H (-3.112, -10.274, -7.880)

Calculated values
F_max   2.94 eV/Å
ΔE to the lowest compared entry with this formula, charge and spin   0.0 kcal per mole
HOMO-LUMO gap   5.1 eV
Spin multiplicity   1
Charge   0
Total energy   -150548.190 eV

The following is a DFT calculation (ωB97M-V/def2-TZVPD) of C22H37GeN3O5RuSSeSi as an isolated structure.

CARTESIAN COORDINATES (ANGSTROEM)
Ru (0.102, 0.271, 0.227)
Se (2.532, -0.242, 1.361)
Ge (3.993, 2.867, 1.394)
S (-0.597, 2.220, -0.949)
Si (-1.561, 5.526, -0.657)
O (1.846, 0.009, -1.641)
O (-2.439, -0.823, -0.713)
O (-0.319, -1.505, -0.803)
O (3.051, -1.473, -2.782)
O (-0.384, -0.661, -3.384)
N (-0.775, -0.842, 2.023)
N (-2.814, -3.294, 4.679)
N (-0.348, 2.225, 1.616)
C (-3.067, 4.839, -1.514)
C (2.601, 3.656, 0.274)
C (1.909, -0.844, -2.500)
C (-1.497, -1.374, -2.855)
C (5.777, 3.486, 0.905)
C (-1.490, -1.253, -1.342)
C (-2.157, -2.498, 3.809)
C (-1.053, -2.968, 3.076)
C (0.823, -1.358, -3.429)
C (-1.963, 7.184, 0.106)
C (-1.019, 4.836, 2.092)
C (-1.065, 4.374, 0.779)
C (-0.699, 3.035, 0.609)
C (4.026, 0.929, 0.958)
C (-2.541, -1.164, 3.599)
C (3.670, 3.221, 3.289)
C (-0.640, 4.010, 3.148)
C (-0.321, 2.700, 2.864)
C (-0.419, -2.124, 2.203)
C (2.352, 0.030, 3.270)
C (-0.097, 5.697, -1.802)
C (-1.836, -0.394, 2.710)
H (4.027, 4.226, 3.515)
H (4.114, 0.863, -0.128)
H (-2.585, -4.268, 4.754)
H (-1.284, 5.865, 2.299)
H (3.025, 4.348, -0.453)
H (0.771, 6.090, -1.268)
H (2.605, 3.188, 3.522)
H (-3.655, -2.978, 5.126)
H (-1.472, -2.423, -3.165)
H (6.537, 2.998, 1.515)
H (5.988, 3.283, -0.145)
H (-3.396, 5.522, -2.300)
H (4.201, 2.521, 3.934)
H (5.852, 4.562, 1.065)
H (-2.254, 7.881, -0.683)
H (-3.891, 4.720, -0.809)
H (4.898, 0.440, 1.392)
H (-0.335, 6.396, -2.607)
H (-3.394, -0.746, 4.116)
H (1.245, -1.275, -4.436)
H (-0.050, 1.995, 3.643)
H (-2.133, 0.628, 2.518)
H (-0.717, -3.991, 3.180)
H (-1.107, 7.620, 0.626)
H (2.071, 1.054, 3.487)
H (1.580, -0.653, 3.616)
H (0.406, -2.486, 1.602)
H (2.079, 2.871, -0.275)
H (3.743, -1.149, -2.187)
H (-0.604, 4.374, 4.165)
H (-2.391, -0.895, -3.244)
H (1.875, 4.197, 0.882)
H (0.182, 4.744, -2.254)
H (-2.872, 3.869, -1.974)
H (3.302, -0.214, 3.740)
H (0.711, -2.424, -3.213)
H (-2.799, 7.126, 0.808)

Calculated values
F_max   0.14 eV/Å
ΔE to the lowest compared entry with this formula, charge and spin   2.6 kcal per mole
HOMO-LUMO gap (alpha / beta)   8.9 / 6.8 eV
Spin multiplicity   6
Charge   +1
Total energy   -181274.541 eV

The following is a DFT calculation (ωB97M-V/def2-TZVPD) of a 5-piece molecular cluster, C22H37N2O9S overall at a distorted geometry.

CARTESIAN COORDINATES (ANGSTROEM)
S (0.612, 2.873, -0.954)
O (0.885, -3.827, -4.952)
O (-1.531, 3.624, 4.188)
O (-2.238, 0.333, 6.327)
O (-0.149, 0.132, 5.483)
O (4.591, -2.237, -7.211)
O (-0.310, -3.187, -3.143)
O (6.682, -2.435, -8.045)
O (-1.327, 1.088, 1.025)
O (-1.390, 5.650, 3.183)
N (-2.905, 0.276, -0.866)
N (0.117, 2.109, -2.448)
C (0.320, 4.966, 4.749)
C (-1.055, -2.418, -5.240)
C (-3.049, -0.410, 7.251)
C (1.219, 0.121, -0.482)
C (3.783, -2.980, -6.286)
C (-0.030, -3.216, -4.475)
C (-1.686, -1.577, -4.145)
C (0.601, 3.532, 5.163)
C (5.801, -4.165, -6.607)
C (1.611, 1.557, -0.069)
C (-2.763, 1.758, -0.922)
C (-1.526, -2.458, -2.926)
C (-1.898, 2.228, 0.342)
C (-0.785, 2.928, 5.206)
C (-1.056, -0.308, 6.144)
C (4.327, -4.391, -6.326)
C (-0.940, 4.820, 3.932)
C (-0.846, 3.374, 0.046)
C (-1.039, -1.603, 6.916)
C (-2.513, -1.824, 7.200)
C (5.781, -2.874, -7.388)
C (0.889, -1.018, -0.744)
H (3.881, -2.525, -5.295)
H (2.739, -2.936, -6.593)
H (0.114, 5.606, 5.609)
H (-1.391, 4.268, -0.404)
H (6.373, -4.016, -5.689)
H (-0.582, -1.799, -6.001)
H (-0.198, 2.920, -3.017)
H (1.027, 1.865, -2.889)
H (-2.970, -2.364, 6.366)
H (1.137, 3.445, 6.107)
H (3.875, -4.939, -7.158)
H (-0.618, -2.410, 6.318)
H (6.228, -4.973, -7.198)
H (-1.774, -3.103, -5.693)
H (1.659, 1.731, 1.042)
H (1.197, 3.037, 4.390)
H (1.131, 5.377, 4.149)
H (-3.405, -0.068, -1.702)
H (-3.815, 2.183, -0.783)
H (-2.403, 2.148, -1.913)
H (-4.094, -0.356, 6.947)
H (-2.946, 0.039, 8.243)
H (-3.571, 0.080, -0.101)
H (-2.643, 2.669, 1.086)
H (0.867, -2.139, -0.817)
H (-2.347, -3.174, -2.820)
H (-2.722, -1.301, -4.344)
H (-0.772, 1.861, 4.988)
H (-1.512, 1.219, 1.977)
H (-2.705, -2.390, 8.112)
H (-0.446, 3.738, 1.047)
H (-1.278, 3.088, 6.169)
H (2.671, 1.718, -0.457)
H (-1.445, -1.874, -2.008)
H (4.135, -4.953, -5.411)
H (-1.111, -0.655, -4.014)
H (-0.464, -1.462, 7.834)

Calculated values
F_max   2.51 eV/Å
HOMO-LUMO gap   8.0 eV
Spin multiplicity   1
Charge   +1
Total energy   -55647.121 eV